Record 1
97
Properties=species:S:1:pos:R:3:forces:R:3 method="wB97M-V/def2-TZVPD" gap_ev=7.05 total_energy_ha=-4690.823691 charge=+1
Hf -0.529691 0.289938 -0.111153 -0.25 0.03 0.62
C 0.597598 5.684115 -1.351603 0.00 -0.02 -0.01
C -0.286003 5.076356 -2.231366 0.03 -0.02 0.03
C -0.337117 3.692563 -2.340196 -0.07 0.09 0.01
C 0.506450 2.890109 -1.575266 0.20 -0.17 0.01
C 1.397607 3.510950 -0.700907 0.11 -0.03 0.02
C 1.440226 4.890011 -0.584195 -0.03 0.01 0.00
N 0.472201 1.470244 -1.587740 -0.69 0.05 -0.35
C 0.314276 0.752139 -2.809179 0.31 0.20 0.24
C 0.228536 1.255683 -4.104237 -0.08 -0.09 -0.06
C 0.029236 0.383098 -5.169773 0.00 -0.03 0.04
C -0.082254 -0.986236 -4.972779 0.00 0.03 0.02
C 0.086331 -1.509994 -3.696088 0.05 -0.02 -0.09
C 0.323787 -0.643520 -2.655200 0.13 -0.05 0.38
N 0.668665 -1.042478 -1.288322 0.29 0.12 -0.45
N 0.119631 -2.280218 -0.781245 -0.06 0.30 0.02
C -1.225210 -2.279338 -0.856701 0.20 -0.14 -0.37
C -1.953481 -3.491097 -0.666074 0.17 -0.03 0.09
C -3.291417 -3.505057 -0.888664 -0.06 0.02 -0.02
C -3.961757 -2.331823 -1.322412 0.02 -0.06 0.01
C -3.236489 -1.191139 -1.420611 0.04 0.05 0.00
N -1.908931 -1.126638 -1.130151 -0.16 -0.09 -0.03
H 0.640009 6.761988 -1.276433 0.00 0.01 0.01
H -0.943790 5.681658 -2.842434 -0.01 0.02 -0.01
H -1.049889 3.238136 -3.013810 0.02 -0.01 0.01
H 2.076011 2.891169 -0.123555 -0.02 -0.01 0.00
H 2.142535 5.344934 0.102299 0.01 0.01 0.00
H 0.322298 2.313891 -4.291495 0.01 0.00 -0.02
H -0.047279 0.788842 -6.169557 0.00 0.00 -0.02
H -0.271331 -1.646653 -5.807172 0.00 0.00 -0.02
H 0.054344 -2.576394 -3.511835 0.01 -0.01 0.01
H -1.403105 -4.382049 -0.399351 0.02 -0.01 0.00
H -3.842146 -4.429162 -0.771467 -0.02 0.00 -0.01
H -5.010773 -2.340633 -1.574963 -0.02 -0.01 0.00
H -3.682922 -0.266133 -1.758121 0.01 -0.01 0.03
O 0.989494 -0.114331 1.319388 0.22 -0.10 0.17
N 1.302508 0.713913 2.242976 0.12 0.12 -0.20
N 0.601151 1.757780 2.199900 -0.05 0.23 0.18
O -0.381318 1.864893 1.314811 0.23 0.13 0.10
C 0.897438 2.880782 3.062438 -0.21 -0.30 -0.20
C 0.320033 4.096551 2.753085 0.08 0.13 0.09
C 0.613553 5.186957 3.561487 -0.02 -0.06 -0.04
C 1.463420 5.043224 4.646622 0.01 -0.01 0.01
C 2.029464 3.806186 4.931517 -0.01 -0.03 -0.02
C 1.751131 2.705731 4.138633 0.02 0.09 0.13
H -0.317981 4.190473 1.889834 0.00 -0.01 -0.01
H 0.176095 6.148829 3.333417 0.00 0.02 0.00
H 1.689595 5.895101 5.272708 0.00 0.01 0.01
H 2.691042 3.692247 5.778498 0.01 0.01 0.02
H 2.183450 1.739963 4.352368 -0.01 -0.01 -0.01
C 4.834629 -6.655670 -0.135160 0.00 -0.03 0.02
C 4.336756 -5.256461 -0.355395 0.01 -0.01 -0.05
C 4.188370 -4.370740 0.699526 -0.06 0.02 0.00
C 3.733968 -3.068014 0.512117 0.01 -0.08 -0.02
C 3.636366 -2.187463 1.729445 -0.01 0.00 0.01
C 3.419334 -2.647862 -0.792955 0.09 -0.12 0.10
Te 2.842503 -0.672382 -1.125509 -0.37 -0.27 -0.07
C 3.576878 -3.525795 -1.881678 0.04 -0.02 0.05
C 3.328759 -3.131752 -3.310214 -0.04 0.04 -0.10
C 4.024688 -4.814797 -1.635711 -0.01 -0.02 -0.01
H 4.926918 -6.883303 0.925276 0.00 0.00 0.01
H 5.813857 -6.794329 -0.595587 0.01 0.01 -0.01
H 4.160560 -7.385189 -0.585021 -0.01 0.00 -0.01
H 4.429165 -4.700522 1.703483 0.01 0.00 0.01
H 3.625884 -2.800513 2.629997 0.01 0.00 0.01
H 2.742642 -1.572357 1.719036 -0.05 0.02 0.02
H 4.495263 -1.516820 1.802340 0.00 0.01 -0.04
H 2.494766 -2.444565 -3.421123 -0.03 -0.02 0.01
H 3.130240 -4.015799 -3.914615 0.01 -0.01 -0.01
H 4.204304 -2.632256 -3.731953 0.01 0.00 0.03
H 4.140345 -5.495186 -2.471976 0.00 -0.01 -0.01
C -3.584845 3.243318 -1.758881 -0.08 0.01 -0.04
As -3.021475 2.144490 -0.264811 0.16 -0.34 -0.07
C -2.970079 3.505957 1.111016 -0.01 0.12 -0.04
C -4.770866 1.363793 0.115919 -0.04 0.06 0.06
H -4.551245 3.671741 -1.492384 0.01 0.02 -0.08
H -3.686831 2.640760 -2.660295 0.00 0.00 0.00
H -2.863255 4.035054 -1.931917 -0.03 0.02 0.02
H -3.960452 3.954520 1.183632 0.04 0.05 0.05
H -2.247485 4.263106 0.808049 -0.01 0.01 0.02
H -2.667869 3.092364 2.070232 -0.02 -0.01 0.00
H -5.430010 2.178441 0.415822 -0.04 -0.05 0.02
H -4.727219 0.613814 0.902059 0.00 0.00 0.00
H -5.174605 0.901376 -0.781253 -0.02 0.02 -0.02
N -0.153597 -2.838728 2.106348 -0.09 -0.02 -0.10
C -1.269608 -2.156809 2.454917 0.07 0.05 0.07
C -2.118418 -2.700656 3.448504 0.05 0.05 -0.03
C -3.196426 -1.992892 3.891024 -0.07 0.11 -0.03
C -3.440720 -0.717170 3.359449 0.05 -0.13 0.07
C -2.588422 -0.271909 2.390416 0.09 0.13 -0.03
N -1.529710 -0.956207 1.897544 -0.34 0.01 -0.08
H -0.062747 -3.772500 2.468435 0.01 0.02 -0.03
H 0.278452 -2.663908 1.204071 0.07 0.06 -0.04
H -1.892399 -3.681063 3.844508 0.01 -0.01 0.01
H -3.846118 -2.411279 4.647745 -0.01 0.01 0.02
H -4.255140 -0.096395 3.700936 -0.02 -0.01 0.01
H -2.720290 0.726984 1.988639 0.02 -0.08 -0.01

Record 2
100
Properties=species:S:1:pos:R:3:forces:R:3 method="wB97M-V/def2-TZVPD" e_above_lowest_kj_mol=109.2 gap_ev="7.34 / 6.89" multiplicity=2 total_energy_ha=-4633.040980
Ga 0.144419 0.194580 0.331125 0.17 0.29 -0.34
O -1.162194 4.133025 4.759198 0.01 -0.03 -0.03
C -0.814468 3.273765 3.779386 -0.04 0.06 0.05
C 0.016328 2.174294 4.016204 0.01 0.00 -0.05
C 0.315042 1.360561 2.947899 0.01 0.06 0.02
N -0.174957 1.606163 1.740501 -0.05 -0.13 0.13
C -0.954939 2.651216 1.495371 0.00 0.04 -0.05
C -1.311059 3.523351 2.499874 0.07 -0.02 -0.02
C -1.339547 2.761481 0.017694 -0.03 0.11 0.11
O -2.036539 3.697623 -0.333954 0.01 -0.06 -0.03
O -0.853170 1.805089 -0.672676 0.22 0.01 -0.04
C 1.218451 0.135162 2.981671 -0.05 0.01 -0.10
O 1.600154 -0.298632 4.051546 0.04 0.02 0.02
O 1.483104 -0.300142 1.798951 -0.08 -0.25 0.06
H -0.736560 3.880334 5.586033 0.00 0.00 0.02
H 0.435417 1.953492 4.990021 0.00 0.00 0.01
H -1.936974 4.377184 2.285580 -0.01 0.00 0.01
C -1.268061 -0.915799 6.362086 -0.01 0.04 0.00
C -1.803260 -2.333021 6.173819 -0.04 -0.03 0.06
C -0.660272 -3.329182 6.014425 0.03 -0.01 -0.02
C -2.802277 -2.423502 5.018921 0.02 0.04 -0.09
N -2.204290 -2.088041 3.733077 -0.01 -0.04 -0.02
C -1.948199 -0.901147 3.184445 0.07 0.11 0.06
N -1.282609 -1.087617 2.072849 -0.11 -0.08 -0.10
N -1.140599 -2.425392 1.943410 0.01 0.02 0.01
N -1.681637 -3.030206 2.930271 -0.01 0.00 -0.01
H -0.697376 -0.849053 7.288803 0.00 -0.02 0.00
H -2.076588 -0.180995 6.417327 -0.01 0.00 -0.01
H -0.586749 -0.637583 5.553756 0.00 -0.01 -0.01
H -2.385332 -2.603855 7.061548 0.02 0.01 0.00
H -0.058812 -3.098961 5.133077 0.00 0.01 0.01
H -1.026160 -4.351926 5.914143 -0.01 0.00 -0.01
H -0.000123 -3.285438 6.881059 0.00 0.00 0.01
H -3.640979 -1.743494 5.174182 0.01 0.00 0.01
H -3.193447 -3.433797 4.912260 0.01 -0.01 0.02
H -2.227810 0.046412 3.613629 -0.04 -0.01 -0.02
N 3.835584 0.600906 -1.561542 -0.03 0.01 0.00
C 3.025919 0.986686 -2.609084 0.03 -0.01 0.02
C 1.769424 1.034123 -2.103725 -0.07 0.08 -0.01
N 1.810429 0.688389 -0.770922 0.04 0.03 0.01
C 3.065268 0.426520 -0.476619 0.01 -0.03 -0.01
H 4.827146 0.446537 -1.599401 0.02 -0.01 0.00
H 3.411674 1.186262 -3.591769 0.00 0.00 0.00
H 0.841288 1.301101 -2.578362 -0.02 -0.01 0.02
H 3.418142 0.096900 0.484787 0.00 -0.01 0.01
C -5.789855 1.905064 -7.767465 -0.01 0.02 -0.01
C -4.992511 1.411269 -6.591362 0.02 -0.02 0.01
C -5.282357 1.831111 -5.298734 -0.01 -0.03 0.00
C -4.571802 1.364084 -4.200344 0.06 0.01 0.13
C -4.920208 1.879722 -2.830016 -0.02 0.04 -0.04
C -3.531928 0.441854 -4.389271 0.22 -0.33 -0.27
Te -2.220787 -0.226456 -2.773637 -0.30 0.44 0.10
N -0.702104 -0.957671 -0.841910 0.36 -0.55 0.30
C -0.465516 -2.091465 -1.437528 0.28 0.63 0.43
O -1.244262 -2.448600 -2.393893 -0.02 -0.25 -0.36
C 0.701749 -3.033367 -1.196692 -0.23 -0.06 -0.15
C 0.788640 -4.170680 -1.999741 0.03 0.04 -0.05
C 1.835680 -5.067807 -1.856935 0.00 0.01 -0.02
C 2.819336 -4.844748 -0.903364 -0.01 0.02 0.02
C 2.737303 -3.721681 -0.092976 -0.01 -0.05 -0.04
C 1.684371 -2.828929 -0.239292 0.00 0.03 0.18
C -3.808898 -1.163942 -1.748512 0.05 -0.11 -0.06
C -4.238288 -0.696903 -0.509386 -0.03 0.01 0.06
C -3.651736 0.515556 0.158827 -0.01 -0.09 0.03
C -5.281331 -1.370448 0.126421 0.02 -0.01 0.03
C -5.885429 -2.482149 -0.433386 0.01 -0.02 -0.04
C -7.001650 -3.204208 0.269164 -0.03 0.00 0.01
C -5.424583 -2.929521 -1.667374 -0.02 0.01 0.02
C -4.390647 -2.295286 -2.341358 -0.04 0.02 0.06
C -3.927307 -2.852923 -3.657714 -0.05 -0.07 -0.06
C -3.213717 0.023256 -5.687764 -0.10 0.08 -0.11
C -2.118920 -0.963453 -6.024866 0.04 -0.03 0.00
C -3.951456 0.514100 -6.764651 -0.01 0.01 0.00
H -6.393334 2.771747 -7.499102 0.00 0.00 0.00
H -6.466384 1.130033 -8.133930 0.00 -0.01 0.01
H -5.138326 2.187351 -8.595489 0.00 0.00 0.00
H -6.082093 2.547516 -5.139820 0.01 0.00 0.00
H -5.722434 2.615540 -2.885975 0.01 0.00 -0.01
H -4.059963 2.362996 -2.358631 0.02 -0.03 0.03
H -5.252292 1.066017 -2.184790 -0.01 0.00 0.02
H 0.019195 -4.327863 -2.742120 0.01 -0.03 0.00
H 1.883718 -5.944321 -2.491322 -0.01 0.00 0.01
H 3.633918 -5.548264 -0.783114 0.00 0.01 -0.01
H 3.480113 -3.547985 0.676274 0.00 0.01 -0.01
H 1.632229 -2.002847 0.450246 -0.07 0.09 0.03
H -2.583674 0.589633 -0.034095 -0.16 -0.06 -0.02
H -3.801868 0.456172 1.238017 -0.04 0.02 0.01
H -4.127653 1.433027 -0.194997 0.05 0.00 0.01
H -5.620872 -1.009201 1.091976 -0.01 0.01 0.01
H -7.227815 -2.742654 1.229940 0.00 0.01 0.00
H -6.740808 -4.248499 0.448589 0.01 0.00 0.00
H -7.912784 -3.195854 -0.331826 0.00 0.00 0.00
H -5.875920 -3.807601 -2.117392 0.00 -0.01 0.01
H -4.472841 -3.766254 -3.894533 -0.03 0.01 0.01
H -2.862985 -3.090142 -3.621019 -0.09 0.04 -0.01
H -4.099658 -2.142165 -4.467392 -0.02 0.00 0.01
H -1.506963 -1.269121 -5.175865 -0.06 0.03 0.02
H -1.450759 -0.542088 -6.777863 0.00 0.00 -0.01
H -2.550296 -1.874179 -6.446230 0.01 0.00 -0.01
H -3.698543 0.178057 -7.766551 -0.01 0.01 0.00

Record 3
93
Properties=species:S:1:pos:R:3:forces:R:3 method="wB97M-V/def2-TZVPD" e_above_lowest_kj_mol=249.8 gap_ev=4.63 total_energy_ha=-3377.692680 charge=-2
Pt -0.398751 0.089640 -0.375601 -0.46 -0.66 0.63
C -1.266443 0.179089 1.590045 0.51 -0.32 -0.64
Si -1.004601 1.736436 2.590536 0.75 -0.01 -0.40
C 0.872778 2.189742 2.671106 -0.29 -0.16 -0.14
N 1.496162 2.047105 1.363287 0.27 0.56 0.14
C 1.320430 3.258162 0.534851 -0.06 -0.35 -0.19
C 2.635014 3.754607 -0.055007 0.04 0.00 0.16
C 3.659016 3.933099 1.065582 0.04 -0.09 -0.10
C 3.917984 2.593222 1.783680 -0.06 -0.08 -0.07
C 2.854087 1.551142 1.395969 -0.04 0.06 -0.04
C -1.412180 1.517403 4.440977 -0.28 -0.27 0.01
C -2.523888 2.106480 5.048768 0.06 0.13 -0.17
C -2.814392 1.904272 6.390018 -0.02 -0.03 0.22
C -2.001544 1.090726 7.168477 0.04 0.02 -0.13
C -0.907452 0.468049 6.580222 -0.02 -0.02 0.15
C -0.629250 0.675310 5.238748 0.06 0.08 -0.15
C -1.946929 3.239997 1.974035 0.03 -0.18 0.03
C -1.677333 4.524853 2.456978 0.05 0.01 0.11
C -2.373994 5.627120 1.989601 0.01 0.08 0.04
C -3.358952 5.464316 1.019496 0.01 -0.07 0.01
C -3.635123 4.198706 0.525571 -0.04 0.15 -0.07
C -2.932305 3.098479 1.000940 -0.11 -0.09 -0.05
H -2.330295 -0.009528 1.427270 -0.05 0.02 0.02
H -0.866068 -0.679292 2.145974 -0.05 0.11 0.19
H 1.351184 1.490869 3.364624 -0.04 -0.06 0.00
H 1.064008 3.201258 3.074439 -0.18 -0.04 0.23
H 0.890830 4.057947 1.152108 0.01 0.00 -0.02
H 0.603922 3.050167 -0.264506 -0.10 0.03 -0.02
H 2.472240 4.700448 -0.576409 -0.07 -0.03 -0.02
H 3.002062 3.039983 -0.796318 0.05 0.01 -0.07
H 3.260534 4.660333 1.780000 0.01 0.03 -0.03
H 4.590573 4.345849 0.668222 0.00 0.03 0.06
H 3.913646 2.738094 2.867367 0.02 -0.01 -0.01
H 4.900496 2.190800 1.515474 0.03 0.03 0.05
H 2.897094 0.709305 2.090893 -0.05 -0.05 -0.08
H 3.073286 1.143428 0.407105 0.06 -0.01 0.04
H -3.168541 2.744036 4.452922 -0.01 0.01 0.02
H -3.679082 2.379865 6.839647 -0.01 0.02 -0.05
H -2.217625 0.939220 8.219607 -0.02 -0.01 -0.01
H -0.273760 -0.181859 7.173943 0.00 0.00 -0.03
H 0.219813 0.168899 4.791249 0.01 -0.03 0.04
H -0.908823 4.665872 3.213417 -0.02 0.01 -0.01
H -2.150714 6.616203 2.377604 0.01 -0.02 0.00
H -3.901868 6.328604 0.652244 0.00 -0.02 -0.02
H -4.377224 4.039785 -0.244052 -0.03 -0.07 -0.07
H -3.179671 2.128749 0.587945 0.01 -0.10 -0.09
C 4.530008 -0.102362 -1.892414 -0.14 0.16 0.00
C 4.006820 0.398166 -3.210472 -0.19 -0.30 0.05
C 4.900121 0.973438 -4.104850 0.16 -0.05 -0.15
C 4.514803 1.359483 -5.380402 -0.16 -0.08 0.06
C 3.196818 1.164658 -5.760741 0.26 0.09 -0.15
C 2.282297 0.641405 -4.862913 -0.01 -0.39 0.05
C 2.650952 0.225964 -3.579315 0.35 1.10 0.32
P 1.335343 -0.202342 -2.314003 -0.72 -0.81 -0.46
C -0.014552 -0.462344 -3.524281 -0.23 -0.09 -0.19
C -0.383804 -1.726394 -3.968598 0.10 0.05 0.04
C -1.442837 -1.883067 -4.847892 -0.11 -0.10 -0.07
C -2.135809 -0.775054 -5.299469 -0.05 0.07 0.06
C -1.755848 0.490575 -4.881741 0.05 0.00 -0.04
C -0.704663 0.667267 -3.996429 0.05 -0.03 0.16
C -0.353895 2.050794 -3.523482 -0.17 -0.05 -0.03
C 1.812438 -1.928062 -1.935181 0.18 0.02 -0.04
C 2.583354 -2.701374 -2.806864 0.04 -0.07 0.07
C 2.922642 -4.005989 -2.493657 0.02 0.06 -0.17
C 2.468916 -4.556555 -1.301748 -0.08 0.00 0.14
C 1.694162 -3.797430 -0.442258 0.00 -0.18 -0.11
C 1.353607 -2.469694 -0.732645 0.12 0.12 0.02
C 0.564173 -1.673831 0.254046 0.18 0.97 0.51
H 5.575905 0.174715 -1.755521 -0.02 0.02 0.02
H 4.438145 -1.186527 -1.838448 0.07 -0.04 0.05
H 3.944684 0.299679 -1.065500 0.02 -0.03 0.06
H 5.933299 1.105165 -3.799345 -0.01 -0.02 0.03
H 5.234141 1.790306 -6.066419 0.00 0.01 0.01
H 2.876928 1.421077 -6.763899 -0.05 0.06 0.04
H 1.258944 0.510515 -5.186462 0.06 0.06 0.01
H 0.149380 -2.598749 -3.613708 -0.09 -0.01 0.01
H -1.746685 -2.876957 -5.156693 0.02 0.00 0.02
H -3.003009 -0.888129 -5.936048 -0.01 -0.01 -0.04
H -2.300583 1.362196 -5.217477 -0.11 0.02 0.06
H -0.557156 2.791846 -4.298981 0.03 -0.03 -0.05
H 0.695194 2.129702 -3.231824 -0.08 0.14 0.04
H -1.005919 2.289675 -2.679475 0.01 0.03 0.13
H 2.913936 -2.272836 -3.745490 0.02 0.02 -0.02
H 3.521643 -4.594770 -3.179201 -0.01 0.01 0.00
H 2.719947 -5.580460 -1.046254 -0.01 0.01 0.02
H 1.340247 -4.236774 0.483881 -0.03 0.05 0.02
H 1.224948 -1.375676 1.079753 0.03 -0.25 0.07
H -0.232438 -2.301117 0.664199 0.05 0.04 0.05
O -5.053801 1.314774 -0.924993 0.08 0.07 0.20
S -4.108456 1.062497 -2.019369 -0.44 -0.27 -0.20
O -4.756658 0.421340 -3.167979 0.02 0.04 -0.10
O -3.384374 2.282848 -2.390076 0.37 0.17 -0.06
S -2.734691 -0.358354 -1.318209 0.38 0.80 0.05